Entry 1:
78
Properties=species:S:1:pos:R:3:forces:R:3:mulliken_charge:R:1 method="wB97M-V/def2-TZVPD" relative_energy_kj_mol=71.7 lumo_energy_ha=-0.0113 gap_ev=7.43 energy_ha=-2158.6318
Li -0.581914 3.026643 -0.395907 0.34 -0.53 -0.46 0.8192
B -0.456247 0.667077 1.076560 0.40 -0.83 2.85 0.6615
F 0.705923 0.476288 1.850997 0.05 -0.76 0.18 -0.5189
F -0.224721 0.370957 -0.197321 0.06 -0.21 -1.87 0.1045
F -1.529173 -0.114422 1.619633 0.55 0.24 -0.92 -0.4887
F -0.741158 2.013149 1.295396 -0.91 1.77 -0.89 -0.4146
C 0.438274 1.803006 -2.749051 -3.15 -1.76 -0.28 -0.9989
O -0.791214 2.324597 -2.340550 3.32 2.74 5.01 -0.4803
H 0.530601 0.851480 -2.396303 0.81 -2.50 1.42 0.2004
H 1.121199 2.439696 -2.517050 4.62 3.60 2.13 0.4400
H 0.519494 1.715245 -3.755539 -0.29 -0.13 -3.46 0.7321
H -1.356354 2.084858 -2.950700 -5.22 -1.80 -4.44 0.1393
C -0.888552 2.516255 4.744835 -0.19 0.60 0.42 -0.3209
O -1.467131 3.445444 3.778460 -0.10 -1.73 0.22 -0.5407
H -0.263591 3.211623 5.317213 -0.29 -0.65 0.63 0.3216
H -0.200632 1.825526 4.257115 -0.05 -0.10 -0.20 -0.0076
H -1.627315 1.875438 5.355573 0.89 1.37 -0.90 0.1905
H -1.684179 2.838934 3.057745 -0.24 0.52 -0.20 0.2670
C 0.857747 4.809776 0.747736 2.82 2.10 -2.80 -0.7199
O 1.193198 4.005135 -0.430598 -4.61 -2.44 1.77 -0.3086
H 1.138491 4.166480 1.562739 -0.36 0.51 0.92 0.2184
H -0.171725 5.185926 0.618418 0.40 -0.22 0.70 0.3471
H 1.633205 5.706703 0.482469 -2.19 -1.50 2.06 0.3444
H 1.892984 4.416306 -0.795970 3.55 1.50 -2.25 0.1738
C 3.134400 -2.970246 -0.992884 0.65 0.18 -1.15 -0.8276
O 2.355112 -1.844361 -1.549620 -1.29 -1.37 3.61 -0.3919
H 4.249313 -2.799478 -0.817681 -1.49 0.10 -1.02 0.2765
H 2.849586 -3.819998 -1.605508 1.03 -0.23 -0.76 0.3492
H 2.825662 -3.391313 -0.068506 -0.87 0.63 1.51 0.3108
H 1.533463 -1.935141 -0.911764 1.89 0.73 -2.26 0.2783
C -1.054825 -1.393126 4.595842 -3.63 -3.36 -2.48 -0.4553
O -2.228557 -0.711956 4.049193 0.33 -0.67 3.35 -0.6259
H -1.249086 -1.600737 5.625717 0.74 1.17 1.00 0.3261
H -0.190287 -0.913878 4.144469 0.53 -0.54 0.80 0.1765
H -1.289355 -2.596936 4.287356 1.59 2.79 0.05 0.0945
H -2.011083 -0.553967 3.167972 0.31 0.55 -2.26 0.6166
C 3.275225 1.346212 0.184419 -1.07 -1.32 -1.64 0.3871
C 3.935676 1.392017 -1.032749 4.34 3.04 1.86 -0.7053
C 5.203935 2.105907 -1.164619 -3.80 0.54 5.09 0.1257
C 5.615069 2.832365 -0.005378 -0.49 -0.10 -0.57 -0.4528
C 4.810824 2.930667 1.157850 -0.12 -0.98 0.19 -0.7731
C 3.611828 2.144093 1.264174 1.19 -0.47 -0.24 0.5131
O 2.938466 2.047095 2.440189 9.93 9.72 -0.59 -0.5181
O 5.865954 2.244765 -2.275425 1.96 1.24 -0.82 -0.5138
H 2.483297 0.555664 0.091941 0.33 1.22 1.07 0.1123
H 3.605957 0.956130 -1.883176 -1.36 -1.90 -2.31 0.4811
H 6.579949 3.356230 -0.090546 -0.57 -0.13 0.28 0.3560
H 5.212408 3.467504 2.053139 -0.61 -0.46 -0.93 0.3583
H 2.337719 1.504541 2.546896 -9.30 -8.68 0.57 0.2931
H 5.547281 1.571344 -2.816482 -0.48 -1.70 -2.11 0.3005
C -3.872811 0.729993 -1.923169 -0.33 -2.09 -2.01 -0.8971
C -2.870199 -0.334800 -1.772307 -3.17 3.92 1.93 0.0258
C -2.227545 -0.639062 -2.867543 1.59 -0.94 -4.10 0.4776
C -2.624703 -0.212225 -4.180390 1.38 -0.45 2.26 -0.6560
C -3.557766 0.751252 -4.307007 -1.60 1.60 -3.25 -0.3283
C -4.326873 1.153025 -3.216588 5.26 -2.59 1.86 0.5334
O -5.123713 2.158781 -3.358982 2.44 1.12 -11.15 -0.4258
O -1.051868 -1.349381 -2.782244 -1.00 -0.59 0.57 -0.5960
H -4.485117 1.055455 -1.126335 -0.22 0.33 1.26 0.4457
H -2.434576 -0.587562 -0.817736 -0.41 -0.06 0.32 0.1261
H -1.981072 -0.608114 -4.916720 0.32 -0.03 -1.21 0.4635
H -3.792011 1.329650 -5.328824 0.56 -1.70 2.23 0.2123
H -5.439678 2.190548 -2.608823 -6.06 1.86 11.68 0.2290
H -1.197896 -1.730683 -1.894763 1.37 -0.34 -0.28 0.2015
C -1.500677 -5.987784 -0.651670 -1.29 -0.49 -1.96 -0.5943
C -0.872287 -4.730060 -0.838681 -0.16 -0.69 0.29 -0.4723
C -0.953927 -3.772086 0.180476 1.42 -0.21 -2.46 0.2224
C -1.701574 -3.988964 1.299390 1.15 -2.88 -4.32 -0.9181
C -2.392428 -5.150205 1.371810 -2.61 -1.79 1.94 -0.5735
C -2.384406 -6.143395 0.406897 1.50 -0.79 -0.90 0.9706
O -3.096335 -7.333164 0.421059 -0.69 1.39 1.93 -0.5395
O -0.227167 -2.576440 -0.099678 -0.83 -2.62 -1.61 0.0399
H -1.715539 -6.916372 -1.386770 1.57 2.68 0.88 0.0051
H -0.345562 -4.396999 -1.726492 0.12 -0.56 -0.07 0.3919
H -1.696296 -3.219384 1.875013 -0.69 4.27 4.63 0.9452
H -3.056226 -5.295858 2.229217 0.19 0.00 -0.18 0.3560
H -2.813895 -7.936980 -0.256981 0.40 -0.02 -0.45 0.2856
H -0.252996 -2.044701 0.647123 -0.15 1.87 2.33 -0.1831


Entry 2:
117
Properties=species:S:1:pos:R:3:forces:R:3:mulliken_charge:R:1 method="wB97M-V/def2-TZVPD" relative_energy_kj_mol=0.0 lumo_energy_ha=0.0650 gap_ev=6.97 energy_ha=-11316.5203 charge=-1
La 0.735908 1.012153 -0.148373 -1.75 -1.36 -0.54 1.6028
C -1.235807 4.054405 -4.728156 0.06 -0.03 -0.12 -0.4634
C -2.535961 3.535354 -4.133116 -0.16 -0.02 0.00 -1.0191
N -2.250470 2.575252 -3.090590 -0.05 -0.08 0.08 0.4847
C -3.279161 1.640764 -2.680691 -0.08 0.06 -0.03 -1.3449
C -2.661910 0.790190 -1.574982 0.02 -0.12 0.04 0.4586
N -1.297968 0.350874 -1.944962 0.06 0.15 0.06 1.5439
C -1.291175 -1.009645 -2.511583 -0.02 0.02 0.09 -0.5915
C -0.128471 -1.289478 -3.460185 -0.04 -0.09 -0.08 -1.5005
C 1.272426 -0.914308 -2.990028 -0.11 0.13 0.00 -0.6705
N 1.454110 0.540455 -2.793285 0.25 -0.08 0.28 0.1709
C 1.277867 1.331838 -4.011886 -0.21 -0.08 0.00 -0.7135
C 1.508622 2.818907 -3.802274 0.12 0.17 -0.15 -1.2779
N 0.490644 3.491025 -3.003391 0.08 -0.15 0.04 0.8119
C -0.208200 4.556889 -3.716440 -0.04 0.13 0.14 -0.8274
H -1.470907 4.873197 -5.412535 0.01 0.03 -0.04 0.4377
H -0.778215 3.261788 -5.330509 0.00 0.01 -0.01 0.2137
H -3.114592 3.032436 -4.915727 -0.01 0.02 0.04 0.4149
H -3.146684 4.372599 -3.765168 0.01 0.00 -0.02 0.2797
H -1.884276 3.064759 -2.278540 -0.01 -0.01 -0.01 -0.3910
H -3.541265 1.017100 -3.545200 0.01 0.03 0.01 0.4482
H -4.199422 2.106381 -2.304348 0.01 -0.01 -0.02 0.3468
H -3.278393 -0.083780 -1.359329 0.02 0.07 0.02 0.3273
H -2.629514 1.392539 -0.658999 0.00 -0.01 -0.03 -0.8232
H -1.026729 1.019828 -2.676084 0.01 -0.12 0.07 -0.4029
H -2.223527 -1.177473 -3.068082 0.03 -0.04 -0.02 0.5295
H -1.282449 -1.726407 -1.687650 0.04 0.03 -0.02 0.0647
H -0.330752 -0.822711 -4.428762 0.01 0.01 0.02 0.3344
H -0.126658 -2.368296 -3.641876 0.01 0.02 -0.02 0.7630
H 2.001462 -1.284943 -3.725713 -0.06 -0.04 0.02 0.5864
H 1.481613 -1.409567 -2.038172 0.07 0.03 -0.03 -0.2195
H 2.421152 0.665112 -2.498880 0.02 0.01 0.00 0.0737
H 0.255290 1.209428 -4.379743 0.06 -0.02 0.04 0.1936
H 1.956859 0.963270 -4.797144 -0.03 0.03 -0.02 0.4432
H 1.521963 3.255480 -4.809988 0.07 0.07 0.08 0.7224
H 2.505423 2.996612 -3.381389 -0.02 -0.10 0.01 0.0076
H 0.903226 3.837395 -2.145866 0.07 0.03 -0.11 -0.2758
H 0.503545 5.201330 -4.256549 0.03 0.01 0.06 0.5148
H -0.699749 5.182696 -2.967662 -0.06 0.04 -0.03 0.2558
Br -0.282965 3.727005 1.135382 -0.68 0.13 0.02 -0.2903
C 1.445870 4.141608 1.812754 0.62 0.29 0.17 -0.5921
Br 2.520717 2.626815 2.374577 -0.11 0.16 0.17 -0.0602
H 1.289930 4.773333 2.678026 0.14 0.03 -0.01 0.5940
H 1.995600 4.622258 1.013556 0.05 0.03 0.04 0.2302
Cl 6.694762 4.610782 -1.684043 0.03 0.00 -0.01 -0.2321
C 5.615309 3.338674 -1.234076 -0.01 0.07 -0.02 0.4615
C 6.092360 2.074411 -0.939582 0.07 -0.10 0.02 0.3152
Cl 7.789170 1.738754 -1.014290 -0.03 0.04 -0.01 -0.2302
C 5.200052 1.054525 -0.580489 0.15 -0.03 -0.01 0.1248
Cl 5.767441 -0.529927 -0.179417 0.02 0.16 -0.03 -0.2216
C 3.832429 1.281629 -0.516499 -0.12 -0.33 0.14 -0.7167
O 2.943269 0.359965 -0.176998 0.67 0.19 -0.08 -0.0961
C 3.347220 2.583749 -0.813226 -0.10 0.20 -0.01 -0.7874
O 2.045090 2.771690 -0.705239 0.94 0.84 -0.37 -0.4221
C 4.240289 3.587280 -1.164350 -0.03 -0.07 0.02 0.7414
Cl 3.583150 5.157731 -1.491240 0.03 0.02 0.00 -0.1714
C -3.164831 -5.214740 2.459004 -0.01 -0.09 0.04 -1.5793
C -2.252521 -4.192446 1.841034 0.08 0.17 -0.08 0.1314
C -1.311559 -4.530967 0.875069 -0.03 0.00 0.07 -0.5287
C -0.434447 -3.602707 0.330692 0.08 -0.43 -0.10 1.3410
C 0.486963 -4.074506 -0.751770 0.05 0.13 -0.08 -0.2680
O 0.041720 -4.696843 -1.698990 0.01 -0.01 0.02 -0.7109
C 1.958061 -3.826949 -0.632785 -0.26 -0.07 0.13 0.0886
C 2.777844 -4.062960 -1.730394 0.08 -0.01 0.03 -0.3030
C 4.150524 -3.926188 -1.606704 -0.02 0.00 0.04 -0.7613
C 4.704119 -3.568268 -0.382896 0.01 -0.06 -0.06 -0.5251
C 3.888186 -3.328019 0.711803 -0.12 -0.02 -0.05 -0.6711
C 2.513339 -3.448978 0.583326 0.17 0.01 0.01 0.1478
C -0.461867 -2.251798 0.720497 0.05 0.41 -0.07 -0.8069
O 0.336032 -1.373649 0.192729 -0.05 -0.15 0.01 0.4145
C -1.482036 -1.889860 1.650533 -0.17 0.15 0.04 0.1771
C -2.335545 -2.846757 2.180791 -0.04 -0.08 0.04 -0.8000
C -1.694483 -0.438963 1.863322 -0.14 -0.37 -0.14 -0.4595
N -0.723730 0.370359 2.100025 0.30 0.07 0.64 -0.3774
C 0.447631 -0.186925 2.797781 -0.43 -0.33 -0.19 1.0504
C 0.500916 0.464531 4.166627 0.27 0.02 0.12 -1.7667
Te -0.972931 -0.328834 5.495382 -0.25 0.18 0.06 0.1851
C 0.082129 -2.130674 5.700208 0.12 -0.22 0.00 -0.2828
C -0.414443 -3.301022 5.134410 0.07 0.00 0.01 0.0763
C 0.315308 -4.481019 5.204971 -0.02 0.02 -0.01 -0.5293
C 1.548763 -4.498485 5.835663 0.01 0.00 0.01 -0.4809
C 2.048415 -3.335890 6.406616 0.01 0.00 0.00 -0.6402
C 1.316984 -2.159315 6.345796 -0.04 -0.01 -0.02 -0.1902
C -3.068219 0.107291 1.712052 0.20 -0.03 0.08 1.3507
C -4.077361 -0.602715 1.065683 -0.05 -0.05 -0.06 -0.0204
C -5.357943 -0.081025 0.988003 0.02 0.06 0.05 -1.0181
C -5.643649 1.147734 1.568258 -0.01 -0.03 -0.04 -0.4280
C -4.649394 1.856307 2.226907 0.03 -0.06 -0.03 -0.9756
C -3.366976 1.337642 2.296022 -0.04 0.10 -0.04 -0.5469
H -2.991296 -6.200518 2.027670 0.00 -0.01 -0.02 0.4294
H -4.216485 -4.967689 2.306906 -0.03 0.04 -0.02 0.3409
H -3.008523 -5.298335 3.537174 0.02 0.01 0.03 0.2877
H -1.252065 -5.553793 0.520302 0.01 -0.03 -0.01 0.4402
H 2.324180 -4.360992 -2.666134 -0.02 -0.01 -0.02 0.4854
H 4.791666 -4.098663 -2.460928 0.02 0.00 -0.02 0.4040
H 5.777103 -3.459813 -0.288797 0.00 -0.02 -0.01 0.5812
H 4.317385 -3.024322 1.656384 0.03 0.01 0.03 0.3888
H 1.865504 -3.252925 1.426169 0.00 0.00 0.06 0.3073
H -3.099210 -2.514297 2.877836 -0.01 -0.02 0.03 0.5477
H 1.383039 -0.046475 2.244707 0.09 0.21 0.07 -0.0680
H 0.365875 -1.270734 2.936486 0.06 0.02 -0.13 -0.2068
H 0.355764 1.540892 4.114500 -0.04 0.00 -0.02 0.5511
H 1.449775 0.264438 4.663423 0.07 0.07 -0.06 0.5630
H -1.359871 -3.287998 4.612511 -0.06 0.01 -0.03 0.2474
H -0.075005 -5.379582 4.745432 -0.02 -0.03 -0.01 0.3991
H 2.123359 -5.413787 5.880118 0.02 -0.03 0.00 0.3964
H 3.010548 -3.345695 6.901391 0.03 0.01 0.02 0.3923
H 1.709327 -1.257733 6.798764 0.00 0.03 0.02 0.4685
H -3.854636 -1.553456 0.599068 0.01 0.01 -0.01 0.3950
H -6.130212 -0.625716 0.462429 -0.04 -0.03 -0.02 0.4050
H -6.638232 1.564600 1.492878 -0.04 0.02 -0.01 0.4222
H -4.861399 2.824150 2.657390 -0.01 0.03 0.02 0.5417
H -2.578087 1.886838 2.793599 0.00 -0.01 0.02 0.3943
Cl -2.666995 6.106073 -1.009130 -0.04 -0.22 0.14 -0.3884
Si -3.237863 4.345562 0.185336 -0.26 0.30 -0.10 0.7267
Cl -5.272436 4.120549 -0.590068 0.15 0.02 0.08 -0.4441
Cl -3.723787 5.372372 2.073885 0.09 -0.13 -0.26 -0.4564


Entry 3:
29
Properties=species:S:1:pos:R:3:forces:R:3:nbo_charge:R:1 method="wB97M-V/def2-TZVPD" relative_energy_kj_mol=0.0 lumo_energy_ha=0.0372 gap_ev=4.49 energy_ha=-925.4002 charge=-1
Na 2.133112 3.619867 0.180700 -0.15 -0.93 -0.91 0.9233
O 3.090263 2.525174 -3.255154 -0.09 -0.22 0.89 -1.3349
H 2.883220 1.596166 -3.034721 0.05 0.61 -0.12 0.3937
O -0.371659 0.643422 -0.155796 0.47 0.16 -0.10 -1.3893
H 0.107428 0.540167 -1.000979 -0.32 0.11 0.53 0.4110
O -1.386823 -3.557863 -0.653830 -0.10 -0.33 0.20 -0.9509
H -1.328005 -2.649986 -0.951371 0.12 0.57 0.03 0.4917
H -1.137341 -4.077493 -1.418015 0.05 -0.10 -0.17 0.4587
O 1.363375 -1.752610 -4.145244 -0.25 -0.06 -0.15 -0.9276
H 1.330578 -2.668852 -3.870189 0.00 -0.18 0.12 0.4549
H 2.297335 -1.560532 -4.229212 0.24 0.25 0.03 0.4727
O 4.263016 1.274060 2.550133 -0.13 0.35 0.10 -0.9509
H 3.994310 0.437916 2.169499 -0.19 -0.28 -0.18 0.4835
H 5.216777 1.216376 2.607066 0.23 0.01 -0.02 0.4677
O -2.037364 3.819957 3.024401 -0.01 0.36 0.01 -0.9491
H -1.818602 3.585709 3.926344 0.02 -0.08 0.21 0.4640
H -1.761558 3.063743 2.506422 0.04 -0.34 -0.31 0.4844
O -4.955898 -1.065742 0.247316 -0.38 -0.01 0.11 -0.9500
H -4.725464 -1.867055 -0.222820 0.12 -0.17 -0.10 0.4664
H -4.129781 -0.589095 0.328431 0.34 0.20 -0.01 0.4833
O -0.500179 -1.249766 3.691138 -0.07 -0.01 0.43 -0.9544
H -0.502704 -0.774336 2.860358 -0.04 0.23 -0.52 0.4918
H 0.142576 -1.947954 3.566148 0.11 -0.14 -0.07 0.4616
O 2.689361 -2.603835 0.422535 0.42 -0.10 0.10 -0.9546
H 2.012480 -1.927037 0.425032 -0.38 0.40 -0.18 0.4904
H 2.244594 -3.389258 0.741141 -0.15 -0.17 0.03 0.4632
O -3.228159 2.943847 -2.395317 -0.30 0.09 -0.23 -0.9473
H -2.538956 2.577629 -1.841130 0.40 -0.38 0.22 0.4917
H -3.345934 3.837381 -2.072887 -0.02 0.17 0.06 0.4548